The following is a quantum chemistry calculation of 12 unconnected molecules or ions with the total composition C36H84N12O12 in a non-equilibrium geometry, from the OMol25 dataset.

Calculated values
Highest occupied orbital energy ... -8.7104 eV
Kohn-Sham gap ... 8.6 eV
LUMO level ... -0.0025 hartree
Energy above the lowest of the compared OMol25 structures with the same formula, charge and spin ... 298.53 kcal per mole
Structure (SMILES) ... CN(C)C=O.CN(C)C=O.CN(C)C=O.CN(C)C=O.CN(C)C=O.CN(C)C=O.CN(C)C=O.CN(C)C=O.CN(C)C=O.CN(C)C=O.CN(C)C=O.CN(C)C=O
Maximum force ... 4.7 eV/A
Electronic energy ... -2981.8410 a.u.

Each atom is followed by the atoms it is bonded to, with distances in Å.
Element x y z (Å)
1 C -5.248 1.865 0.965  O2 1.257, N3 1.412, H6 1.101
2 O -6.188 1.339 1.612  C1 1.257
3 N -5.396 2.329 -0.360  C1 1.412, C4 1.427, C5 1.503
4 C -6.618 2.078 -1.053  N3 1.427, H7 1.090, H8 1.090, H9 1.090
5 C -4.435 3.079 -1.239  N3 1.503, H10 1.090, H11 1.090, H12 1.090
6 H -4.275 2.057 1.443  C1 1.101
7 H -6.548 1.671 -2.062  C4 1.090
8 H -7.085 3.053 -1.191  C4 1.090
9 H -7.372 1.575 -0.446  C4 1.090
10 H -4.822 4.060 -1.517  C5 1.090
11 H -3.413 3.288 -0.921  C5 1.090
12 H -4.466 2.493 -2.157  C5 1.090
13 C 6.435 -1.317 3.587  O14 1.228, N15 1.378, H18 1.101
14 O 7.352 -0.962 4.323  C13 1.228
15 N 5.128 -0.939 3.804  C13 1.378, C16 1.491, C17 1.494
16 C 3.928 -1.438 3.074  N15 1.491, H19 1.090, H20 1.090, H21 1.090
17 C 4.735 0.118 4.783  N15 1.494, H22 1.090, H23 1.090, H24 1.090
18 H 6.545 -1.963 2.703  C13 1.101
19 H 3.398 -0.580 2.660  C16 1.090
20 H 3.386 -2.031 3.811  C16 1.090
21 H 4.144 -2.032 2.186  C16 1.090
22 H 4.350 1.022 4.311  C17 1.090
23 H 3.898 -0.332 5.316  C17 1.090
24 H 5.598 0.244 5.437  C17 1.090
25 C 0.926 0.375 0.564  O26 1.265, N27 1.339, H30 1.101
26 O 0.607 1.392 1.246  C25 1.265
27 N 0.076 -0.048 -0.381  C25 1.339, C28 1.518, C29 1.504
28 C 0.237 -1.415 -1.022  N27 1.518, H31 1.090, H32 1.090, H33 1.090
29 C -1.343 0.453 -0.382  N27 1.504, H34 1.090, H35 1.090, H36 1.090
30 H 1.833 -0.249 0.580  C25 1.101
31 H 1.261 -1.566 -1.364  C28 1.090
32 H -0.436 -1.539 -1.870  C28 1.090
33 H -0.097 -2.238 -0.390  C28 1.090
34 H -1.644 0.354 -1.425  C29 1.090
35 H -1.980 0.051 0.406  C29 1.090
36 H -1.267 1.520 -0.175  C29 1.090
37 C 4.343 -0.506 -1.805  O38 1.282, N39 1.345, H42 1.101
38 O 3.187 -0.394 -1.260  C37 1.282
39 N 4.608 -0.082 -3.054  C37 1.345, C40 1.490, C41 1.444
40 C 5.898 -0.300 -3.767  N39 1.490, H43 1.090, H44 1.090, H45 1.090
41 C 3.544 0.360 -3.925  N39 1.444, H46 1.090, H47 1.090, H48 1.090
42 H 5.256 -1.029 -1.480  C37 1.101
43 H 6.359 0.674 -3.928  C40 1.090
44 H 5.678 -0.749 -4.736  C40 1.090
45 H 6.628 -0.928 -3.255  C40 1.090
46 H 3.831 1.320 -4.356  C41 1.090
47 H 3.271 -0.271 -4.770  C41 1.090
48 H 2.589 0.655 -3.492  C41 1.090
49 C -4.734 -3.378 -1.428  O50 1.236, N51 1.316, H54 1.101
50 O -5.161 -4.101 -0.521  C49 1.236
51 N -4.993 -2.088 -1.449  C49 1.316, C52 1.469, C53 1.421
52 C -4.193 -1.230 -2.334  N51 1.469, H55 1.090, H56 1.090, H57 1.090
53 C -5.784 -1.383 -0.502  N51 1.421, H58 1.090, H59 1.090, H60 1.090
54 H -4.047 -3.571 -2.266  C49 1.101
55 H -4.639 -0.917 -3.278  C52 1.090
56 H -3.181 -1.542 -2.592  C52 1.090
57 H -4.036 -0.286 -1.814  C52 1.090
58 H -5.122 -0.771 0.111  C53 1.090
59 H -6.451 -0.710 -1.040  C53 1.090
60 H -6.352 -2.077 0.118  C53 1.090
61 C 1.821 4.510 -3.358  O62 1.222, N63 1.361, H66 1.101
62 O 2.065 5.707 -3.398  C61 1.222
63 N 1.102 3.892 -2.383  C61 1.361, C64 1.412, C65 1.438
64 C 0.642 2.574 -2.596  N63 1.412, H67 1.090, H68 1.090, H69 1.090
65 C 0.813 4.516 -1.120  N63 1.438, H70 1.090, H71 1.090, H72 1.090
66 H 2.361 3.718 -3.900  C61 1.101
67 H 0.809 2.255 -3.625  C64 1.090
68 H -0.381 2.370 -2.280  C64 1.090
69 H 1.161 1.830 -1.992  C64 1.090
70 H -0.193 4.250 -0.795  C65 1.090
71 H 1.598 4.357 -0.381  C65 1.090
72 H 0.830 5.591 -1.302  C65 1.090
73 C 4.774 4.426 2.102  O74 1.238, N75 1.365, H78 1.101
74 O 5.759 4.997 1.615  C73 1.238
75 N 3.496 4.905 2.099  C73 1.365, C76 1.433, C77 1.529
76 C 2.377 4.407 2.843  N75 1.433, H79 1.090, H80 1.090, H81 1.090
77 C 3.226 6.348 1.673  N75 1.529, H82 1.090, H83 1.090, H84 1.090
78 H 4.836 3.483 2.666  C73 1.101
79 H 1.900 3.862 2.028  C76 1.090
80 H 1.659 5.082 3.309  C76 1.090
81 H 2.836 3.776 3.603  C76 1.090
82 H 2.339 6.411 1.044  C77 1.090
83 H 3.018 6.926 2.574  C77 1.090
84 H 4.104 6.774 1.188  C77 1.090
85 C -0.719 0.054 6.353  O86 1.247, N87 1.282, H90 1.101
86 O 0.214 -0.728 6.624  C85 1.247
87 N -0.812 0.785 5.304  C85 1.282, C88 1.402, C89 1.490
88 C 0.105 0.615 4.257  N87 1.402, H91 1.090, H92 1.090, H93 1.090
89 C -1.995 1.541 4.808  N87 1.490, H94 1.090, H95 1.090, H96 1.090
90 H -1.615 0.123 6.988  C85 1.101
91 H 0.455 1.564 3.852  C88 1.090
92 H -0.472 0.088 3.497  C88 1.090
93 H 0.972 0.089 4.658  C88 1.090
94 H -1.755 2.587 4.615  C89 1.090
95 H -2.121 1.395 3.735  C89 1.090
96 H -2.940 1.505 5.350  C89 1.090
97 C -3.033 6.322 0.679  O98 1.177, N99 1.389, H102 1.101
98 O -2.105 6.679 0.051  C97 1.177
99 N -2.947 5.216 1.516  C97 1.389, C100 1.503, C101 1.460
100 C -3.999 4.977 2.562  N99 1.503, H103 1.090, H104 1.090, H105 1.090
101 C -1.833 4.285 1.672  N99 1.460, H106 1.090, H107 1.090, H108 1.090
102 H -4.014 6.820 0.727  C97 1.101
103 H -4.932 5.465 2.283  C100 1.090
104 H -3.566 4.970 3.562  C100 1.090
105 H -4.367 3.951 2.545  C100 1.090
106 H -0.950 4.349 1.037  C101 1.090
107 H -1.501 4.417 2.701  C101 1.090
108 H -2.172 3.249 1.667  C101 1.090
109 C -1.761 -2.881 2.584  O110 1.245, N111 1.386, H114 1.101
110 O -2.077 -1.681 2.496  C109 1.245
111 N -2.683 -3.911 2.688  C109 1.386, C112 1.447, C113 1.466
112 C -2.365 -5.241 2.215  N111 1.447, H115 1.090, H116 1.090, H117 1.090
113 C -4.097 -3.525 2.662  N111 1.466, H118 1.090, H119 1.090, H120 1.090
114 H -0.750 -3.292 2.731  C109 1.101
115 H -2.166 -5.082 1.155  C112 1.090
116 H -3.268 -5.838 2.343  C112 1.090
117 H -1.444 -5.579 2.689  C112 1.090
118 H -4.367 -2.506 2.937  C113 1.090
119 H -4.633 -3.574 1.714  C113 1.090
120 H -4.566 -4.200 3.378  C113 1.090
121 C 3.684 -3.962 -1.425  O122 1.188, N123 1.346, H126 1.101
122 O 4.239 -3.474 -0.495  C121 1.188
123 N 4.182 -4.851 -2.305  C121 1.346, C124 1.476, C125 1.481
124 C 3.254 -5.301 -3.360  N123 1.476, H127 1.090, H128 1.090, H129 1.090
125 C 5.634 -5.142 -2.334  N123 1.481, H130 1.090, H131 1.090, H132 1.090
126 H 2.618 -3.746 -1.595  C121 1.101
127 H 2.231 -4.925 -3.347  C124 1.090
128 H 3.245 -6.391 -3.349  C124 1.090
129 H 3.559 -5.004 -4.363  C124 1.090
130 H 6.105 -4.763 -1.428  C125 1.090
131 H 5.729 -6.218 -2.187  C125 1.090
132 H 6.148 -4.837 -3.246  C125 1.090
133 C -0.644 -3.927 -4.211  O134 1.280, N135 1.408, H138 1.101
134 O 0.364 -3.142 -4.280  C133 1.280
135 N -0.932 -5.099 -4.936  C133 1.408, C136 1.446, C137 1.378
136 C -0.009 -5.792 -5.807  N135 1.446, H139 1.090, H140 1.090, H141 1.090
137 C -2.021 -5.856 -4.563  N135 1.378, H142 1.090, H143 1.090, H144 1.090
138 H -1.388 -3.775 -3.413  C133 1.101
139 H -0.601 -5.888 -6.716  C136 1.090
140 H 0.282 -6.801 -5.516  C136 1.090
141 H 0.926 -5.267 -6.004  C136 1.090
142 H -2.096 -6.826 -5.054  C137 1.090
143 H -1.933 -6.101 -3.505  C137 1.090
144 H -2.949 -5.353 -4.837  C137 1.090